Record 1
The following is a quantum chemistry calculation of the molecule C9H11N in a non-equilibrium geometry, from the Open Molecules 2025 dataset.

As for the molar mass: 133.19 g/mol. The HOMO energy is -7.90 eV. The orbital gap is 8.843 eV. Its energy is -404.18955 Ha.

Element x y z (Å)
C -0.52839 -2.75499 -0.08575
C -1.10908 -1.57554 -0.10677
C -0.58000 -0.44875 -0.95007
C -0.85879 -0.35396 -2.30937
C -0.37346 0.85749 -2.69504
C 0.24936 1.40742 -1.64436
N 0.15916 0.62286 -0.55854
C 0.73070 0.90028 0.73000
C 1.90066 1.55520 0.69350
C -0.27308 0.77650 1.88011
H -0.99473 -3.55831 0.56009
H 0.23748 -2.88373 -0.74641
H -1.78024 -1.24616 0.57906
H -1.39022 -0.99305 -2.87918
H -0.47649 1.29770 -3.61270
H 0.74867 2.30099 -1.66191
H 2.37086 1.94759 1.63577
H 2.40608 1.64786 -0.16973
H -0.00742 0.05902 2.55893
H -1.26956 0.39510 1.56850
H -0.44460 1.74785 2.47429

***

Record 2
The following is a quantum chemistry calculation of C34H86HgN5O12 as an isolated structure in a non-equilibrium geometry, from the Open Molecules 2025 dataset.

As for the molar mass: 957.67 g/mol. The net charge is +1. The HOMO energy is -10.02 eV. The orbital gap is 1.154 eV. Its energy is -2676.19341 Ha.

Element x y z (Å)
Hg -4.64721 0.32263 -3.20931
C 0.52085 0.01118 1.96462
C 0.13963 1.10540 1.03285
O -1.17654 1.07722 0.63626
H 0.02447 0.13190 2.92750
H 1.57712 0.04924 2.23100
H 0.49551 -0.99356 1.54277
H 0.84604 1.19172 0.20723
H 0.32146 2.03750 1.56785
C -2.81565 3.33173 -5.65120
O -3.93319 3.80052 -4.96948
C -4.65711 4.80316 -5.65485
C -5.80096 5.42707 -4.79913
N -6.80181 4.42648 -4.42359
C -7.84252 4.97316 -3.50134
C -8.80809 6.03301 -4.04988
O -8.89654 7.14417 -3.15447
C -9.74151 8.18811 -3.65228
H -2.26445 2.82101 -4.86161
H -2.15601 4.12554 -6.00167
H -3.06182 2.63355 -6.45123
H -5.18508 4.35789 -6.49810
H -4.08392 5.62235 -6.08900
H -6.09769 6.19487 -5.51364
H -5.35836 5.79045 -3.87169
H -7.27719 4.20647 -5.28713
H -7.38782 5.30696 -2.56865
H -8.37664 4.07460 -3.19243
H -9.76975 5.52800 -4.14094
H -8.46212 6.26189 -5.05785
H -10.01415 8.90233 -2.87532
H -10.69337 7.91157 -4.10569
H -9.36722 8.79475 -4.47688
C -4.46843 -3.85409 -1.78844
O -5.60726 -3.10397 -1.45942
C -6.33877 -3.65669 -0.35551
C -7.39667 -2.71032 0.24331
N -7.99041 -1.73137 -0.61589
C -9.25069 -2.17761 -1.28933
C -10.47026 -2.08718 -0.34419
O -10.61049 -0.84277 0.36315
C -11.60535 -0.76613 1.35718
H -4.77929 -4.83268 -2.15428
H -3.71429 -4.07504 -1.03308
H -4.03242 -3.42118 -2.68877
H -5.64303 -3.90422 0.44623
H -6.78870 -4.61214 -0.62530
H -6.98739 -2.17709 1.10137
H -8.20839 -3.32825 0.62725
H -8.47413 -1.17446 0.07403
H -9.28988 -3.15556 -1.76907
H -9.50162 -1.60191 -2.18024
H -10.48408 -2.93097 0.34567
H -11.41714 -2.26423 -0.85424
H -11.69821 0.28283 1.63853
H -11.26478 -1.18050 2.30607
H -12.57275 -1.18575 1.08118
C 12.81168 -0.26951 1.11742
O 11.62816 -0.17367 1.89461
C 11.61970 0.96473 2.81375
C 10.42433 0.82450 3.78562
N 10.18214 -0.54489 4.27659
C 8.77579 -0.90083 4.42513
C 8.41760 -2.10042 5.36207
O 9.06472 -3.21426 4.68917
C 9.44767 -4.17993 5.67604
H 12.64638 -1.18725 0.55303
H 13.72086 -0.45246 1.69017
H 13.08226 0.54444 0.44484
H 11.48650 1.82945 2.16367
H 12.54552 1.10368 3.37202
H 9.51973 1.31352 3.42415
H 10.72700 1.34325 4.69522
H 10.56113 -1.23252 3.64127
H 8.24499 -1.06580 3.48751
H 8.38107 -0.02549 4.94097
H 7.35267 -2.29812 5.48431
H 8.73877 -1.93777 6.39090
H 10.08098 -3.67673 6.40664
H 10.04748 -4.93339 5.16551
H 8.66122 -4.64081 6.27370
C 5.77660 4.82947 -1.46109
O 7.08603 5.28020 -1.89914
C 7.22866 5.40650 -3.34805
C 7.07896 4.08687 -4.11026
N 8.03409 3.98489 -5.27840
C 7.44208 4.82160 -6.36619
C 8.18656 4.52370 -7.73315
O 7.55356 3.38430 -8.28713
C 8.16720 2.83470 -9.45121
H 5.04993 4.77245 -2.27152
H 5.29411 5.40492 -0.67105
H 6.02580 3.81582 -1.14721
H 8.22638 5.79386 -3.55449
H 6.47761 6.12238 -3.68202
H 6.08994 3.73223 -4.40034
H 7.52054 3.41549 -3.37380
H 8.09548 3.04854 -5.65201
H 7.42256 5.87184 -6.07511
H 6.43094 4.46975 -6.57088
H 9.24970 4.50714 -7.49325
H 8.02494 5.37529 -8.39402
H 8.56071 3.68835 -10.00307
H 7.47442 2.25697 -10.06308
H 9.01829 2.17955 -9.26540
C -3.45957 -5.82350 6.00401
O -2.94484 -7.06575 5.49179
C -1.51062 -7.25401 5.52592
C -1.10155 -8.47381 4.71211
N 0.29652 -8.71613 4.52947
C 1.05564 -7.62697 3.87075
C 2.48723 -8.10162 3.64236
O 2.39876 -9.41612 2.93794
C 3.68930 -9.98864 2.62726
H -4.53191 -5.89304 5.82135
H -3.17634 -4.91533 5.47193
H -3.16035 -5.82730 7.05213
H -1.15421 -7.20955 6.55504
H -1.07640 -6.37315 5.05299
H -1.59435 -8.58811 3.74663
H -1.59669 -9.24346 5.30420
H 0.53217 -9.54287 3.99932
H 1.10074 -6.81730 4.59909
H 0.62967 -7.37977 2.89835
H 2.90827 -8.21731 4.64108
H 3.04682 -7.46274 2.95915
H 4.25960 -9.31316 1.98964
H 3.72102 -11.01540 2.26276
H 4.18437 -10.08907 3.59315
C -8.41139 4.13527 5.42025
C -7.44190 4.29083 4.29844
O -6.78649 3.08351 4.14105
H -7.82852 3.80747 6.28102
H -9.19308 3.37578 5.43629
H -8.87458 5.09238 5.66001
H -6.71739 5.08367 4.48444
H -7.97607 4.66916 3.42687
H -6.11127 3.01798 3.46179

***

Record 3
The following is a quantum chemistry calculation of the molecule C4H6N2OS in a non-equilibrium geometry, from the Open Molecules 2025 dataset.

As for the molar mass: 130.17 g/mol. The HOMO energy is -8.71 eV. The orbital gap is 7.516 eV. Its energy is -738.79292 Ha.

Element x y z (Å)
C -2.42735 1.50673 0.06362
C -1.17364 0.95772 -0.17340
C -0.84249 -0.52509 -0.01433
S -1.75319 -1.85432 -0.02809
C 0.68351 -0.58953 0.00024
N 1.33748 -1.82298 -0.12698
N 1.42170 0.58605 -0.02517
O 2.75929 0.19557 0.00430
H -3.30577 0.84651 0.80724
H -2.52507 2.57239 -0.30144
H -0.32801 1.70651 -0.82611
H 0.68620 -2.59928 -0.14610
H 2.26750 -1.93919 0.28494
H 3.19982 0.95891 0.48130

***

Record 4
The following is a quantum chemistry calculation of H24O12Xe as an isolated structure in a non-equilibrium geometry, from the Open Molecules 2025 dataset.

As for the molar mass: 347.47 g/mol. The HOMO energy is -10.93 eV. The orbital gap is 10.588 eV. Its energy is -1246.63443 Ha.

Element x y z (Å)
Xe 0.24191 0.42723 -0.44128
O -2.71581 2.49273 1.00547
H -2.07302 1.94642 1.45777
H -3.19480 1.88401 0.44309
O -0.47653 -1.19334 3.25893
H -0.43685 -0.28860 2.94892
H -0.19645 -1.14631 4.17303
O -1.27966 3.66040 -1.18302
H -1.46669 3.06649 -1.91001
H -1.73076 3.27181 -0.43353
O 2.77601 -1.80620 -3.32736
H 3.04101 -1.31572 -2.54925
H 2.35697 -2.59480 -2.98277
O -4.16985 0.80320 -0.60556
H -3.60295 0.40472 -1.26592
H -4.79397 1.32600 -1.10895
O 3.27221 -0.90466 1.04215
H 3.59211 -0.80770 0.14522
H 2.58676 -1.57007 0.98187
O 1.25240 -2.60669 1.36581
H 0.73791 -1.96556 1.85620
H 0.70938 -2.82039 0.60706
O -0.03964 -3.66652 -0.95028
H -0.56129 -3.17369 -1.58371
H 0.69166 -4.01443 -1.46055
O -1.64536 -1.84103 -2.49451
H -1.81105 -2.64557 -2.98594
H -2.04645 -1.99533 -1.63921
O -0.54262 1.56608 2.86886
H -0.79245 2.43290 3.18893
H 0.38736 1.64725 2.65722
O 2.23626 1.36736 2.59919
H 2.87991 0.95729 2.02143
H 2.53868 2.27072 2.69253
O 1.75064 2.48615 -2.74192
H 0.92457 2.55053 -2.26264
H 1.60045 1.79532 -3.38726

***

Record 5
The following is a quantum chemistry calculation of a 2-piece molecular cluster, C4H9O2 overall in a non-equilibrium geometry, from the Open Molecules 2025 dataset.

As for the molar mass: 89.11 g/mol. The net charge is -1. The HOMO energy is -2.66 eV. The orbital gap is 6.892 eV. Its energy is -308.28867 Ha.

Element x y z (Å)
C 2.47291 -0.00929 0.15805
O 1.88827 -0.07590 1.46262
H 1.77864 -0.35844 -0.60129
H 2.75526 1.03488 -0.00928
H 3.38576 -0.61446 0.16362
C -1.24575 -0.46380 -1.51855
C -1.11198 -0.44107 -0.14381
O -0.37674 -1.22810 0.54521
C -1.86771 0.66356 0.57739
H -1.85028 0.26746 -2.03800
H -0.74703 -1.23097 -2.10246
H 0.98855 -0.48370 1.28860
H -2.72672 0.97100 -0.01276
H -2.07430 0.38432 1.61115
H -1.26888 1.58452 0.61952

***

Record 6
The following is a quantum chemistry calculation of C21H43N2O2P2SiW as an isolated structure, from the Open Molecules 2025 dataset.

As for the molar mass: 629.46 g/mol. The net charge is +3. The expectation value of S² is 2.018. The HOMO energy (spin up / spin down) is -17.22 / -17.94 eV. The orbital gap (spin up / spin down) is 8.090 / 8.160 eV. Its energy is -2124.39810 Ha. The multiplicity is 3.

Element x y z (Å)
W -0.51160 0.36661 0.26890
C 2.92432 -0.34662 -0.69951
P 1.91678 -0.00697 0.76185
C 2.82602 1.27914 1.64819
C 1.97488 -1.47556 1.81327
C 3.13022 -2.24648 1.92380
C 3.16043 -3.33044 2.79287
C 2.04483 -3.64509 3.55889
C 0.89051 -2.87930 3.46068
C 0.85257 -1.79482 2.58790
P -0.61242 -0.75457 2.47076
C -0.58135 0.42780 3.83595
C -2.07614 -1.76149 2.73998
H 3.97890 -0.31035 -0.42553
H 2.74538 0.40937 -1.46409
H 2.69113 -1.32928 -1.10446
H 3.82737 0.90430 1.86567
H 2.33471 1.52096 2.59002
H 2.90610 2.18216 1.04147
H 4.01460 -2.01314 1.34169
H 4.05938 -3.92736 2.87778
H 2.07427 -4.48667 4.23876
H 0.03288 -3.14089 4.06819
H -0.49385 -0.13318 4.76845
H -1.50154 1.01240 3.85380
H 0.26981 1.10005 3.74678
H -2.02815 -2.17417 3.74871
H -2.15961 -2.57036 2.01687
H -2.95596 -1.12395 2.66375
C -4.74295 0.98021 -2.63734
N -3.51303 0.70659 -1.85775
C -2.23737 0.88067 -2.53525
C -3.57900 0.27359 -0.63503
O -2.58228 -0.00342 0.11789
H -4.77366 2.03741 -2.89043
H -5.60970 0.71980 -2.03644
H -4.73295 0.37863 -3.54343
H -1.91946 -0.04489 -3.00962
H -1.47866 1.17317 -1.80280
H -2.30691 1.68349 -3.26390
H -4.57634 0.13780 -0.22280
C 1.55910 4.69134 0.01310
Si -0.08596 3.96772 -0.37151
C -1.49904 4.90726 0.32703
C -0.25945 3.65984 -2.18928
C -0.05527 2.29508 0.65159
H 1.62215 5.68268 -0.44637
H 2.37349 4.09474 -0.40922
H 1.72905 4.81798 1.08533
H -1.59002 5.86864 -0.18773
H -1.35669 5.12022 1.38905
H -2.44625 4.37633 0.20258
H 0.26307 4.46507 -2.71415
H -1.29813 3.68842 -2.52554
H 0.20113 2.72476 -2.52025
H -1.11595 2.03458 1.07369
H 0.54362 2.52576 1.53831
C 0.93613 -4.03442 -2.96367
N 0.66729 -2.62905 -2.57259
C 1.02533 -1.60732 -3.56988
C 0.11735 -2.34317 -1.42266
C -0.23661 -3.44524 -0.48115
O -0.15573 -1.11274 -1.13444
H 1.36823 -4.02258 -3.95890
H 0.01191 -4.60760 -2.98959
H 1.64505 -4.49660 -2.28056
H 0.50261 -1.83152 -4.49808
H 2.09781 -1.64573 -3.75296
H 0.74596 -0.62417 -3.21529
H -0.99932 -4.08145 -0.93499
H -0.61932 -3.03884 0.44780
H 0.62623 -4.07516 -0.26412

***

Record 7
The following is a quantum chemistry calculation of an isolated ion of composition C10H11BrNOS and charge +1 in a non-equilibrium geometry, from the Open Molecules 2025 dataset.

As for the molar mass: 273.17 g/mol. The net charge is +1. The HOMO energy is -12.75 eV. The orbital gap is 9.176 eV. Its energy is -3489.53874 Ha.

Element x y z (Å)
C -0.99073 -0.55203 1.61496
C -0.34292 0.43925 0.57820
C 1.09480 0.43904 0.43695
C 1.84404 1.63081 0.60119
C 3.19389 1.49633 0.46298
C 3.87940 0.33400 0.16609
Br 5.84179 0.44440 -0.13329
C 3.20504 -0.83531 0.06458
C 1.84226 -0.79794 0.29544
N -1.04298 0.10527 -0.86056
C -2.47404 0.43382 -0.79869
C -2.51422 1.91037 -0.20416
O -3.49048 2.66283 -0.30503
S -1.17406 2.18718 0.82183
H -1.96166 -0.13994 1.77923
H -0.31680 -0.42736 2.44755
H -0.99287 -1.51338 1.16421
H 1.32380 2.36340 1.07289
H 3.76508 2.35750 0.64902
H 3.59684 -1.74638 -0.32126
H 1.26072 -1.71389 0.21921
H -0.78174 -0.95677 -0.91081
H -0.55731 0.58431 -1.64215
H -3.21946 -0.14842 -0.27801
H -2.83852 0.47600 -1.91420